w) Below is one molecule with the formula C14H23NO2, with properties calculated with ωB97M-V/def2-TZVPD.

Positions of all 40 atoms, in Å:
1 O 3.464 -0.733 0.322
2 O -1.984 -2.227 0.493
3 N 1.409 -1.997 1.793
4 C -2.341 0.166 0.129
5 C 1.294 -1.544 2.972
6 C -1.580 0.308 -1.091
7 C -0.012 -1.223 3.434
8 C -1.225 1.753 -1.287
9 C 0.406 -2.146 0.934
10 C 2.658 0.502 0.585
11 C -1.070 -1.524 2.730
12 C 0.810 0.976 -2.701
13 C -2.999 -1.224 0.288
14 C 2.012 1.268 -1.745
15 C -0.525 1.872 -2.564
16 C 1.523 0.889 -0.324
17 C -0.934 -1.955 1.408
18 H -2.126 -1.668 3.149
19 H 1.018 1.676 0.258
20 H -3.543 -1.384 -0.632
21 H 2.496 0.455 1.574
22 H 2.786 -1.332 0.676
23 H -2.132 2.447 -1.204
24 H -1.174 1.596 -3.469
25 H 1.193 0.931 -3.711
26 H -0.143 -0.872 4.500
27 H -0.521 2.079 -0.567
28 H 3.431 1.284 0.578
29 H 2.230 -1.663 3.655
30 H 0.552 0.286 -0.445
31 H 0.662 -0.089 -2.648
32 H -2.203 0.131 -1.899
33 H 3.065 0.689 -1.824
34 H -1.681 0.268 1.012
35 H -3.161 0.980 0.015
36 H 0.723 -2.719 -0.054
37 H -0.694 -0.354 -1.002
38 H -0.224 2.954 -2.722
39 H 2.221 2.288 -1.823
40 H -3.683 -1.144 1.212

Summary:
HOMO-LUMO gap, eV: 9.86

=====

x) Below is C14H23NO2 as an isolated structure, with properties calculated with ωB97M-V/def2-TZVPD.

Positions of all 40 atoms, in Å:
1 O 2.826 0.036 -1.427
2 O -2.403 -0.558 -0.203
3 N 1.281 0.718 0.898
4 C -3.004 0.271 -1.170
5 C 0.533 -2.687 0.658
6 C -1.414 -1.869 2.214
7 C -2.599 1.690 -0.886
8 C -0.831 2.127 0.664
9 C 1.095 -2.921 -0.552
10 C -0.635 -1.510 -1.469
11 C 2.622 0.418 1.026
12 C 3.446 0.630 -0.365
13 C 0.581 -2.388 -1.779
14 C -1.203 2.240 -0.688
15 C -1.338 -1.433 -0.141
16 C 0.813 1.818 0.835
17 C -0.608 -2.010 0.811
18 H 2.928 -0.741 -1.347
19 H -1.132 0.967 1.257
20 H 1.965 -3.302 -0.569
21 H -0.633 1.279 -1.156
22 H -1.160 -2.637 3.078
23 H -4.066 0.074 -1.119
24 H -2.619 -0.028 -2.057
25 H 4.456 0.628 -0.199
26 H 3.242 1.846 -0.751
27 H -2.658 -1.779 2.083
28 H -0.942 -1.032 -2.426
29 H -1.239 -0.863 2.596
30 H 2.757 -0.512 1.287
31 H -1.051 2.941 1.244
32 H -3.162 2.210 -0.048
33 H 0.991 2.416 2.120
34 H 1.022 -2.350 -2.577
35 H -0.889 3.188 -1.158
36 H 0.896 0.187 -0.119
37 H 0.773 -3.301 1.379
38 H -2.999 2.221 -1.677
39 H 1.257 2.843 -0.033
40 H 3.102 1.171 1.765

Summary:
HOMO-LUMO gap, eV: 8.64

=====

The structure with the most favorable energy is w); the runner-up is 219.9 kcal/mol above it.

=====

w) Below is an isolated ion of composition C5H11O and charge -1, with properties calculated with ωB97M-V/def2-TZVPD.

Positions of all 17 atoms, in Å:
1 O -0.492 0.136 -3.376
2 C 1.627 -0.163 1.531
3 C 0.235 0.569 1.563
4 C -0.781 -0.108 0.423
5 C -0.902 -0.460 -2.251
6 C -0.427 0.389 -1.028
7 H 0.313 1.647 1.385
8 H -0.734 1.377 -1.013
9 H -0.774 -1.228 0.574
10 H -1.804 0.220 0.540
11 H 2.500 0.411 1.119
12 H -0.631 -1.596 -2.108
13 H 0.641 0.383 -1.080
14 H -2.079 -0.567 -2.295
15 H 2.067 -0.444 2.518
16 H 1.633 -1.096 1.006
17 H -0.392 0.530 2.492

Summary:
HOMO-LUMO gap, eV: 5.75
Total charge: -1

=====

x) Below is a 2-piece molecular cluster, C5H11O overall, with properties calculated with ωB97M-V/def2-TZVPD.

Positions of all 17 atoms, in Å:
1 O -0.081 -1.061 -0.260
2 C -0.838 -1.383 -1.375
3 C 1.923 0.588 0.746
4 C -1.584 -0.126 -1.864
5 C 0.082 1.098 2.309
6 C 0.771 0.131 1.637
7 H -0.769 0.797 2.961
8 H 2.826 0.936 1.321
9 H 2.274 -0.199 0.055
10 H 0.320 2.188 2.240
11 H -0.276 -1.784 -2.201
12 H 1.637 1.404 0.067
13 H 0.578 -0.938 1.592
14 H -2.253 0.203 -1.090
15 H -2.162 -0.380 -2.820
16 H -1.602 -2.182 -1.190
17 H -0.846 0.707 -2.128

Summary:
HOMO-LUMO gap, eV: 6.91
Total charge: -1

=====

The structure with the most favorable energy is w); the runner-up is 6.4 kcal/mol above it.

=====

w) Below is C2H7N3O as an isolated structure, with properties calculated with ωB97M-V/def2-TZVPD.

Positions of all 13 atoms, in Å:
1 O 0.778 1.474 0.371
2 N -1.816 -0.081 0.482
3 N -2.172 0.808 -0.536
4 N -0.075 -0.660 0.511
5 C 2.092 -0.613 -0.047
6 C 0.795 0.268 0.248
7 H -2.437 0.290 -1.366
8 H 1.919 -1.670 -0.217
9 H -1.757 0.462 1.341
10 H -1.131 -1.153 0.048
11 H 2.544 -0.154 -0.925
12 H -1.465 1.503 -0.741
13 H 2.727 -0.475 0.831

Summary:
HOMO-LUMO gap, eV: 10.08

=====

x) Below is one molecule with the formula C2H7N3O, with properties calculated with ωB97M-V/def2-TZVPD.

Positions of all 13 atoms, in Å:
1 O 2.473 -0.567 -0.040
2 N -1.907 -0.729 0.088
3 N 1.035 1.427 0.165
4 N -1.123 0.505 -0.122
5 C 1.141 -0.836 0.049
6 C 0.252 0.380 -0.033
7 H 0.482 2.200 -0.159
8 H 2.420 0.495 -0.245
9 H -1.728 1.351 0.096
10 H -2.639 -0.587 0.739
11 H -2.230 -0.748 -0.837
12 H 1.083 -1.464 1.066
13 H 0.740 -1.428 -0.767

Summary:
HOMO-LUMO gap, eV: 9.98

=====

The structure with the most favorable energy is x); the runner-up is 41.9 kcal/mol above it.

=====

w) Below is a 2-piece molecular cluster, C5H11OP overall, with properties calculated with ωB97M-V/def2-TZVPD.

Positions of all 18 atoms, in Å:
1 P 0.265 0.285 -1.459
2 O 0.608 2.110 -3.115
3 C -0.054 0.958 0.218
4 C 1.086 1.910 0.557
5 C -0.179 -0.196 1.206
6 C -0.943 -2.103 -2.076
7 C -1.086 -0.797 -1.899
8 H 1.128 2.703 -0.184
9 H 0.944 2.349 1.543
10 H -0.423 0.184 2.195
11 H 0.761 -0.742 1.274
12 H 0.000 -2.596 -1.902
13 H -1.763 -2.729 -2.388
14 H -0.958 -0.892 0.901
15 H 2.040 1.380 0.546
16 H 1.337 -0.587 -1.273
17 H -2.024 -0.293 -2.096
18 H -0.995 1.514 0.161

Summary:
HOMO-LUMO gap (alpha / beta), eV: 8.17 / 8.20

=====

x) Below is one molecule with the formula C5H11OP, with properties calculated with ωB97M-V/def2-TZVPD.

Positions of all 18 atoms, in Å:
1 P 0.296 -1.074 0.672
2 O 0.211 -1.716 2.130
3 C -1.703 0.628 1.380
4 C 1.987 -1.098 0.063
5 C -0.632 1.267 -0.776
6 C 2.527 -2.051 -0.741
7 C -0.411 0.767 0.659
8 H -0.534 -1.598 -0.250
9 H -2.455 1.213 0.913
10 H -1.666 1.062 2.393
11 H 3.591 -2.019 -1.024
12 H -2.067 -0.495 1.320
13 H 0.274 1.422 -1.336
14 H -1.138 2.247 -0.728
15 H 2.663 -0.610 0.730
16 H -1.298 0.468 -1.345
17 H 2.045 -2.615 -1.462
18 H 0.305 1.441 1.269

Summary:
HOMO-LUMO gap, eV: 9.98

=====

y) Below is one molecule with the formula C5H11OP, with properties calculated with ωB97M-V/def2-TZVPD.

Positions of all 18 atoms, in Å:
1 P -1.909 -0.585 -0.583
2 O -2.183 -0.870 0.834
3 C 1.246 -0.553 0.788
4 C 1.207 0.839 0.489
5 C -0.917 0.968 -0.760
6 C -0.241 1.283 0.618
7 C 1.147 -1.580 -0.212
8 H 0.027 -1.399 -0.571
9 H -0.324 2.316 0.724
10 H -0.745 0.754 1.344
11 H 1.855 1.323 1.244
12 H -3.126 -0.669 -1.440
13 H 0.963 -0.910 1.808
14 H 1.137 -2.562 0.093
15 H 1.827 -1.556 -1.071
16 H -1.516 1.748 -1.320
17 H 1.691 0.954 -0.445
18 H -0.138 0.497 -1.538

Summary:
HOMO-LUMO gap (alpha / beta), eV: 6.54 / 8.60

=====

The structure with the most favorable energy is x); the runner-up is 55.6 kcal/mol above it.